This record from OMol25 describes an isolated ion of composition C7H6NO and charge +1. The level of theory is ωB97M-V/def2-TZVPD.

Structure (XYZ):
```
15
Properties=species:S:1:pos:R:3:forces:R:3:nbo_charge:R:1
C 1.4983 -0.7091 -0.1831 -0.8 -0.5 2.1 -0.021
C 0.9125 -1.3912 0.8528 -3.4 1.8 -4.7 -0.338
C 0.0647 1.3362 -0.3926 -0.5 -0.3 1.2 -0.094
C -0.5916 1.2038 0.7457 1.3 0.1 -1.3 -0.391
C -1.3269 1.8933 1.5610 -1.8 0.5 1.6 0.751
C 0.4739 0.0453 -0.9969 1.8 -2.7 -2.4 -0.168
C -0.5416 -1.5055 0.6264 0.3 0.4 0.9 0.247
N -0.7579 -0.8664 -0.7018 0.1 -0.7 -2.3 -0.643
O -2.1058 2.2237 2.3350 0.5 0.3 -0.3 -0.319
H 2.5688 -0.6878 -0.2065 0.4 0.7 -0.7 0.260
H 1.2798 -1.8487 1.6632 1.8 -1.6 2.6 0.251
H 0.2584 2.1662 -1.0088 0.2 1.4 -0.2 0.243
H 0.8836 0.1142 -2.0871 -1.5 -0.1 1.7 0.279
H -1.6193 -0.3107 -0.8214 0.3 -0.2 0.9 0.461
H -0.9970 -1.6633 -1.3858 1.2 1.0 0.9 0.481
```
Forces are in eV/Å.

Output
Net charge   +1
DFT total energy   -399.83046 a.u.
Relative energy (zero: lowest compared OMol25 entry of this formula, charge and spin)   363.8 kJ/mol

***

This record from OMol25 describes C26H49IrNO4Si2 as an isolated structure. The level of theory is ωB97M-V/def2-TZVPD.

Structure (XYZ):
```
83
Properties=species:S:1:pos:R:3:forces:R:3:lowdin_spin:R:1
O 2.5122 -0.1627 -3.0326 0.4 -0.7 -0.7 0.002
O 2.7109 -2.5246 -3.4709 -0.2 0.4 0.3 0.001
C 1.9693 0.3640 -4.2981 0.1 0.0 0.3 0.001
C 1.9441 1.8646 -4.2826 0.0 0.1 0.0 0.001
H 0.9622 -0.0521 -4.3519 0.1 0.0 0.0 0.001
H 2.5809 -0.0079 -5.1302 -0.2 0.0 0.2 0.000
H 1.3279 2.2411 -3.4634 0.1 0.0 -0.1 0.000
H 1.5176 2.2137 -5.2244 0.0 0.1 0.0 0.000
H 2.9540 2.2678 -4.1954 -0.1 0.1 0.0 0.000
C 3.9624 0.0655 -2.8385 -0.5 0.2 0.3 0.000
C 4.8183 -0.2693 -4.0279 0.3 0.0 -0.3 0.000
H 4.2125 -0.5587 -1.9798 -0.1 0.1 0.0 0.000
H 4.0574 1.1073 -2.5345 0.1 -0.1 0.0 0.000
H 4.6596 -1.2817 -4.4193 -0.1 0.3 0.1 0.000
H 5.8636 -0.2178 -3.7121 -0.1 0.1 0.0 0.000
H 4.6832 0.4577 -4.8316 0.1 -0.1 0.0 0.000
C 3.2604 -3.3527 -2.3761 -0.4 0.1 -0.4 0.000
C 2.0358 -3.0857 -4.6479 0.1 -0.1 0.3 0.000
C 4.7201 -3.6119 -2.6071 0.4 -0.1 -0.1 0.000
H 2.6648 -4.2644 -2.3551 0.0 0.0 0.1 0.000
H 3.0921 -2.7724 -1.4628 -0.2 -0.2 -0.2 0.000
H 4.8882 -4.1226 -3.5562 0.0 0.1 0.1 0.000
H 5.1144 -4.2464 -1.8141 -0.1 0.0 0.1 0.000
H 5.2984 -2.6853 -2.6000 -0.1 -0.1 0.0 0.000
C 3.0371 -3.7587 -5.5425 0.2 -0.2 -0.2 0.000
H 1.5594 -2.2387 -5.1525 0.1 -0.1 0.3 0.000
H 1.2595 -3.7633 -4.2849 0.0 0.0 -0.1 0.000
H 3.8780 -3.1012 -5.7781 -0.1 0.0 0.1 0.000
H 2.5691 -4.0226 -6.4886 -0.1 -0.1 0.0 0.000
H 3.4211 -4.6754 -5.0964 0.0 0.0 0.0 0.000
H 2.4869 -1.4237 -3.1818 0.0 0.2 -0.2 0.000
Ir 0.0645 0.0829 0.1992 -0.4 -0.5 -2.9 2.320
C -0.4691 -1.0607 -1.4279 0.4 -0.7 -2.2 0.285
Si -1.8122 -2.2940 -2.0218 -0.4 -0.4 -0.3 0.047
H -0.3418 -0.2282 -2.1577 -0.5 -0.3 -0.1 0.041
H 0.4974 -1.6046 -1.6017 -0.4 0.0 0.3 0.040
C -2.1029 -2.2140 -3.9058 0.3 0.3 -0.1 0.013
C -3.5229 -2.0301 -1.3189 0.0 0.2 0.2 0.004
C -1.3931 -4.0992 -1.6349 0.3 0.0 0.2 0.003
C 1.3486 1.5448 0.0088 1.2 2.1 0.2 0.322
Si 2.9279 1.3432 1.0554 0.0 0.5 0.1 0.060
H 0.6377 2.2710 0.5209 1.0 0.0 -0.4 0.055
H 1.5440 1.8993 -1.0135 -0.1 -0.1 0.1 0.046
C 4.4491 2.1870 0.3292 0.0 0.2 -0.2 0.012
C 3.3690 -0.4457 1.3587 0.0 -0.4 -0.1 0.009
C 2.5508 2.2188 2.6597 0.1 0.0 0.1 0.004
H -0.3537 -4.3570 -1.8804 -0.1 0.0 0.1 0.000
H -2.0389 -4.8071 -2.1810 0.1 0.4 0.1 0.000
H -1.5406 -4.2934 -0.5623 0.1 0.0 -0.2 0.000
H -2.1605 -1.1681 -4.2381 0.0 -0.1 0.0 0.000
H -3.0634 -2.6806 -4.1841 0.4 0.1 0.3 0.002
H -1.3205 -2.7087 -4.5002 -0.1 0.1 0.1 0.000
H -3.7490 -0.9574 -1.2891 -0.2 -0.2 0.1 0.000
H -3.5755 -2.4334 -0.2987 -0.1 0.2 -0.2 0.000
H -4.2784 -2.5390 -1.9421 0.3 0.2 0.3 0.000
H 4.3308 -0.7142 0.8978 -0.1 0.1 0.2 0.000
H 2.5988 -1.1260 0.9746 0.3 0.1 0.1 0.002
H 3.4364 -0.6266 2.4409 0.1 -0.1 -0.3 0.001
H 3.4107 2.1489 3.3385 -0.2 0.0 0.0 0.000
H 1.6756 1.7690 3.1439 0.1 0.1 0.1 0.001
H 2.3408 3.2809 2.4767 0.0 -0.2 0.1 0.001
H 5.1767 2.3734 1.1341 -0.2 -0.1 -0.2 0.002
H 4.2060 3.1602 -0.1155 0.1 -0.1 0.1 0.000
H 4.9527 1.5805 -0.4344 -0.1 0.1 0.1 0.000
O 0.3680 -2.4338 3.2835 -0.9 1.7 -1.1 0.081
C -0.0007 -1.5940 2.4515 1.5 -2.5 0.6 0.031
O 0.4597 -1.5671 1.2084 0.5 -1.6 2.1 0.228
C -1.0248 -0.5681 2.7125 -0.6 1.4 -0.9 0.092
C -1.7388 -0.4570 3.9000 0.3 -0.4 0.0 -0.004
C -2.7412 0.4661 3.9839 0.0 -0.2 0.4 0.080
C -3.0281 1.3054 2.8910 0.2 0.4 -1.2 0.003
C -4.0997 2.2216 2.9066 -0.1 0.2 0.0 0.018
C -4.3910 3.0095 1.8102 -0.1 -0.2 0.6 -0.012
C -3.6103 2.9137 0.6485 0.9 -0.6 -0.1 0.020
C -2.5350 2.0235 0.5817 -0.5 0.7 -0.2 0.004
C -2.2406 1.2198 1.6908 -0.1 -0.9 1.3 0.044
N -1.2271 0.2585 1.6543 -2.2 0.4 2.5 0.120
H -1.4347 -1.1659 4.6610 -0.3 0.2 0.2 -0.001
H -3.3467 0.5552 4.8794 0.1 0.0 0.0 0.004
H -4.6825 2.2630 3.8246 -0.1 0.2 -0.2 0.001
H -5.2292 3.7040 1.8579 0.2 -0.2 -0.1 -0.001
H -3.8450 3.5399 -0.2043 0.0 -0.1 0.0 0.001
H -1.9121 1.9329 -0.3184 -0.4 0.1 0.4 0.014
```
Forces are in eV/Å.

Output
2S+1   5
Net charge   +1
DFT total energy   -2058.76022 a.u.

***

This record from OMol25 describes a 2-piece molecular cluster, C2H7O2 overall. The level of theory is ωB97M-V/def2-TZVPD.

Structure (XYZ):
```
11
Properties=species:S:1:pos:R:3:forces:R:3:nbo_charge:R:1
O 2.2179 -0.9653 -0.3868 -2.0 -0.3 -0.3 -0.912
H 2.9517 -0.3959 -0.3603 1.5 1.3 0.1 0.519
H -2.7034 1.2992 -0.6243 0.5 -0.5 0.6 0.289
H 2.5301 -1.8451 -0.5319 0.2 -1.1 -0.2 0.526
C -2.1250 0.7979 0.1813 -1.3 1.1 2.4 -0.781
C -0.7851 0.4671 -0.1837 3.5 0.1 -0.8 0.521
O 0.1232 -0.1056 0.5258 -1.6 -0.7 -2.5 -0.545
H -2.7312 0.0064 0.7364 1.0 0.8 -0.9 0.317
H -1.9330 1.5810 1.0573 -0.4 -1.1 -1.6 0.330
H -0.2583 0.8446 -1.1236 -1.7 -0.3 0.5 0.191
H 0.8761 -0.5128 -0.2514 0.2 0.7 2.7 0.546
```
Forces are in eV/Å.

Output
Net charge   +1
DFT total energy   -230.56307 a.u.
Relative energy (zero: lowest compared OMol25 entry of this formula, charge and spin)   99.0 kJ/mol

***

This record from OMol25 describes a 2-piece molecular cluster, C24H27BrFNO2S overall. The level of theory is ωB97M-V/def2-TZVPD.

Structure (XYZ):
```
57
Properties=species:S:1:pos:R:3:forces:R:3:nbo_charge:R:1
C 3.0281 -0.8540 -0.6621 -0.2 0.2 0.0 -0.402
C 3.1797 0.2982 -1.3521 0.2 0.0 0.5 -0.187
C 3.4701 1.6872 -0.6632 -0.6 -1.0 0.2 -0.467
C 2.0615 2.3704 -0.5226 0.9 0.1 -0.6 -0.127
C 1.5866 3.1311 -1.5378 -0.7 -0.8 1.1 0.333
F 2.3075 3.3222 -2.6897 -1.1 0.2 1.4 -0.311
C 0.1584 3.7508 -1.3674 0.3 -0.8 0.1 0.515
O -0.1286 4.8495 -1.7581 -0.1 -0.5 -0.1 -0.474
C -0.8394 2.8239 -0.5982 -1.1 -1.5 1.1 -0.108
C -2.2387 2.7134 -0.9281 1.2 -1.0 1.9 -0.190
C -3.0856 1.7753 -0.1559 0.6 0.6 0.2 0.086
C -4.5973 1.6617 -0.5958 1.6 -1.6 0.0 -0.571
S -4.6371 1.4964 -2.4495 -1.1 0.0 0.0 0.175
C -4.5806 -0.3109 -2.8099 1.2 -1.1 0.6 -0.529
C -3.0463 -0.7080 -2.9920 -0.6 0.6 0.2 -0.624
C -2.6007 0.9787 0.9548 1.3 1.1 -0.1 -0.055
C -3.4853 0.0128 1.8063 0.1 -0.2 -0.1 -0.454
C -3.3008 -1.4763 1.2721 -0.7 -0.5 0.0 -0.209
C -2.6676 -2.4797 2.3178 0.4 -0.4 -0.7 -0.618
C -4.6787 -2.1441 0.7949 1.2 -0.3 -0.1 -0.618
C -1.1550 1.0972 1.2912 -1.0 1.2 -1.6 -0.030
Br -0.4378 0.0445 2.7849 -0.4 1.0 -1.2 0.091
C -0.3226 1.9801 0.5111 -0.1 0.2 -0.3 -0.158
C 1.2156 2.1224 0.7731 -0.8 0.0 -1.3 0.571
O 1.7281 2.0208 1.8550 0.0 0.0 -0.5 -0.493
H 3.2724 -0.9397 0.4288 -0.4 0.3 -1.0 0.202
H 2.5979 -1.7836 -1.1153 0.8 1.0 0.2 0.213
H 3.0583 0.3109 -2.4595 -0.2 0.1 1.0 0.211
H 4.1831 2.3106 -1.2598 -0.8 -0.5 0.5 0.242
H 3.8960 1.4723 0.3556 -0.5 0.4 -0.9 0.230
H -2.6843 3.3099 -1.7498 0.4 -0.5 0.7 0.249
H -5.2305 2.4996 -0.2255 0.5 -0.7 -0.5 0.251
H -4.9430 0.6596 -0.2175 -0.1 1.3 -0.2 0.231
H -5.1370 -0.6026 -3.7329 0.2 0.8 0.7 0.233
H -5.0397 -0.9091 -1.9701 0.4 0.8 -0.8 0.218
H -2.9097 -1.7247 -3.4386 -0.1 0.8 0.5 0.211
H -2.5395 -0.6150 -1.9925 -0.3 -0.3 -1.0 0.207
H -2.5966 0.0721 -3.6605 -0.2 -0.9 0.5 0.217
H -3.1916 0.0285 2.8916 -0.1 0.3 -1.1 0.243
H -4.5734 0.3047 1.7932 1.2 -0.2 -0.2 0.223
H -2.6271 -1.4095 0.3705 -0.6 -0.2 0.9 0.204
H -1.5564 -2.5281 2.1778 -1.0 0.1 0.4 0.222
H -2.9046 -2.2389 3.3830 0.1 0.0 -0.9 0.213
H -3.0491 -3.5196 2.1044 0.3 1.0 0.2 0.206
H -5.0619 -2.8304 1.5991 0.0 1.0 -0.7 0.216
H -5.4351 -1.3944 0.4597 0.5 -0.7 0.3 0.200
H -4.3887 -2.8296 -0.0537 -0.6 0.7 0.7 0.215
N 6.3661 -0.8478 1.4973 0.1 0.0 0.0 -0.510
C 6.9674 -1.6108 2.4622 0.0 0.0 0.1 -0.078
C 7.6222 -2.6410 1.8383 0.0 0.0 0.1 -0.309
C 7.4129 -2.4912 0.4425 0.0 0.1 -0.1 -0.297
C 6.6371 -1.3754 0.2634 0.0 0.0 -0.1 -0.081
H 5.8121 -0.0268 1.6685 0.1 -0.1 0.0 0.411
H 6.8760 -1.3556 3.5056 0.0 0.0 -0.1 0.210
H 8.1898 -3.4159 2.3290 0.0 0.0 0.0 0.221
H 7.7893 -3.1295 -0.3414 0.0 0.0 0.0 0.219
H 6.2542 -0.9124 -0.6319 0.0 -0.1 0.0 0.215
```
Forces are in eV/Å.

Output
SMILES   C=CCC1=C(F)C(=O)c2cc(CSCC)c(CC(C)C)c(Br)c2C1=O.c1cc[nH]c1
DFT total energy   -4207.88729 a.u.

***

Which of these has the highest DFT total energy? C2H7O2